(1)
31
Properties=species:S:1:pos:R:3 method="wB97M-V/def2-TZVPD" homo_ev=-10.21 lumo_energy_ha=-0.179 total_charge=+1
C 1.939 -0.241 -0.032
C -1.379 -0.323 -0.193
C 2.766 0.926 2.013
C 4.153 -0.354 0.097
C -3.430 -1.635 -0.625
C -1.200 -2.733 -0.116
C -2.566 1.813 -1.860
C -0.971 2.413 0.404
C 2.954 -0.311 1.016
N -1.960 -1.467 -0.279
O 1.533 -0.528 -1.021
P -2.366 1.256 -0.068
H 2.665 1.764 1.354
H 1.969 0.638 2.726
H 3.710 1.052 2.542
H 4.485 0.579 -0.341
H 5.021 -0.602 0.699
H 4.247 -1.230 -0.550
H -3.645 -0.939 -1.474
H -4.020 -1.352 0.309
H -3.671 -2.689 -0.707
H -0.196 -2.600 -0.417
H -1.581 -3.511 -0.781
H -1.205 -2.949 0.912
H -3.171 1.216 -2.535
H -1.558 1.813 -2.296
H -3.006 2.887 -1.723
H -1.223 3.379 -0.074
H 0.045 2.148 0.104
H -1.124 2.823 1.383
H 2.785 -1.243 1.534

(2)
31
Properties=species:S:1:pos:R:3 method="wB97M-V/def2-TZVPD" homo_ev="-5.88 / -5.31" lumo_energy_ha="-0.018 / -0.045" total_charge=0
C 0.759 0.956 0.597
C 2.014 -1.260 0.815
C 1.837 0.063 -0.020
C -0.303 1.312 -0.403
C 0.816 -2.109 0.776
C -0.987 0.197 -1.071
C 3.100 0.884 -0.192
C -1.357 1.988 0.471
C -3.641 -0.257 -0.574
N 0.567 -2.756 -0.394
O -1.768 -1.388 0.930
S -1.927 -1.097 -0.473
H 0.340 0.318 1.448
H 1.078 1.855 1.048
H 2.854 -1.822 0.486
H 2.465 -0.865 1.779
H 1.518 -0.200 -0.964
H 0.111 1.803 -1.309
H 0.184 -2.309 1.617
H -1.187 0.331 -2.098
H 3.042 1.736 0.497
H 2.970 1.210 -1.218
H 3.980 0.298 -0.029
H -1.998 1.507 1.131
H -2.166 2.521 -0.233
H -1.024 2.872 1.006
H -4.017 0.123 0.344
H -4.323 -1.048 -0.894
H -3.402 0.416 -1.410
H 0.891 -2.089 -1.192
H -0.428 -3.188 -0.467

(3)
36
Properties=species:S:1:pos:R:3 method="wB97M-V/def2-TZVPD" homo_ev=-4.16 lumo_energy_ha=0.109 total_charge=-1
C 3.569 -0.302 2.048
C 2.499 0.453 1.256
P 2.174 -0.272 -0.439
C 1.701 -2.010 0.050
C 1.367 -2.861 -1.188
Al 0.015 0.645 -0.854
Cl -0.718 -0.278 -2.731
C -0.037 2.662 -1.032
C 1.081 3.482 -1.520
O 1.501 4.516 -1.128
Br 1.988 2.700 -3.106
C -1.176 0.094 0.670
C -2.615 0.594 0.635
O -2.798 1.420 -0.534
C -3.641 -0.541 0.643
N -3.692 -1.346 -0.573
H 3.140 -1.162 2.567
H 4.353 -0.677 1.384
H 4.045 0.335 2.799
H 1.580 0.522 1.848
H 2.836 1.478 1.074
H 2.546 -2.447 0.590
H 0.855 -2.019 0.745
H 0.291 -2.969 -1.320
H 1.754 -2.407 -2.102
H 1.802 -3.862 -1.111
H -0.870 2.840 -1.722
H -0.319 3.105 -0.069
H -1.153 -1.004 0.653
H -0.704 0.391 1.612
H -2.815 1.232 1.509
H -3.728 1.442 -0.779
H -3.390 -1.200 1.479
H -4.646 -0.149 0.842
H -2.749 -1.610 -0.848
H -4.042 -0.798 -1.350

(4)
33
Properties=species:S:1:pos:R:3 method="wB97M-V/def2-TZVPD" homo_ev=-11.02 lumo_energy_ha=-0.177 total_charge=+1
C 2.951 -1.525 0.345
C 1.957 -2.284 -0.224
C 0.904 -1.832 -1.181
B 0.276 -0.386 -0.823
C 1.090 1.000 -0.981
O 0.222 2.072 -1.102
C 0.713 3.312 -0.592
C 0.831 3.370 0.918
P -1.524 -0.213 -0.213
C -1.383 -0.158 1.650
C -2.499 -1.718 -0.676
C -3.717 -1.818 0.264
H 3.787 -1.196 -0.331
H 3.012 -1.264 1.389
H 1.881 -3.328 0.066
H 0.089 -2.544 -1.116
H 1.287 -1.825 -2.214
H 1.765 0.906 -1.869
H 1.721 1.059 -0.033
H -0.025 4.054 -0.883
H 1.637 3.619 -1.090
H 1.112 4.385 1.183
H 1.608 2.706 1.296
H -0.108 3.142 1.412
H -2.366 -0.118 2.094
H -0.828 -1.028 1.988
H -0.803 0.725 1.900
H -2.850 -1.583 -1.693
H -1.947 -2.655 -0.613
H -4.542 -2.326 -0.222
H -4.021 -0.826 0.586
H -3.459 -2.372 1.163
Cu 3.227 0.649 -0.400

no.,DFT total energy (Ha)
1,-825.2438
2,-882.2545
3,-4178.3334
4,-2436.4013